1.
Entry from the OMol25 dataset: a molecular structure, C16H31F3IrO3P2S at a distorted geometry (ωB97M-V/def2-TZVPD).

Calculated values
ΔE to the lowest compared entry with this formula, charge and spin ... 0.962 eV
⟨S²⟩ ... 8.77

Geometry as ORCA input:
```
! RIJCOSX wB97M-V def2-TZVPD def2/J DEFGRID3
* xyz 2 6
P -0.226 -1.949 -5.060
P 0.036 2.018 -5.153
C -0.549 -0.614 -6.319
C 0.370 0.652 -6.367
H -1.595 -0.302 -6.172
H -0.493 -1.104 -7.304
H 1.440 0.384 -6.299
H 0.202 1.127 -7.341
C -1.316 2.933 -5.973
H -1.742 3.695 -5.312
H -2.133 2.280 -6.312
H -0.904 3.447 -6.854
C 1.436 3.112 -5.482
H 1.201 3.646 -6.400
H 2.350 2.519 -5.572
H 1.555 3.866 -4.692
C -1.360 -3.272 -5.535
H -1.338 -4.019 -4.721
H -1.042 -3.742 -6.488
H -2.386 -2.876 -5.640
C 1.414 -2.668 -5.341
H 2.193 -1.899 -5.505
H 1.385 -3.347 -6.219
H 1.694 -3.268 -4.461
Ir 0.306 -1.456 -0.766
C 0.315 2.694 -3.140
C -1.070 2.615 -2.806
C -1.957 1.487 -3.150
C -1.879 -0.202 -3.364
C -0.798 -1.310 -3.508
C 0.520 -0.932 -2.664
C 1.079 0.345 -3.243
C 1.339 1.628 -2.483
C 1.139 -2.649 0.484
H 0.716 3.724 -3.177
H -1.525 3.429 -2.243
H -2.426 1.790 -4.107
H -2.750 1.495 -2.376
H -2.215 -0.556 -2.366
H -2.725 -0.377 -4.075
H -1.215 -2.222 -2.990
H 1.231 -1.805 -2.589
H 0.246 0.614 -3.951
H 1.914 0.100 -3.908
H 1.285 1.528 -1.387
H 2.354 1.938 -2.751
H 1.854 -2.057 1.083
H 1.687 -3.349 -0.153
H 0.407 -3.181 1.100
F -2.555 0.765 2.679
C -1.242 0.584 2.395
F -0.526 1.569 2.993
F -0.839 -0.605 2.882
S -0.993 0.666 0.507
O -1.629 -0.615 0.022
O -1.466 1.904 -0.071
O 0.485 0.393 0.442
*
```

2.
Entry from the OMol25 dataset: a molecular structure, C16H31IrNP2Se at a distorted geometry (ωB97M-V/def2-TZVPD).

Calculated values
ΔE to the lowest compared entry with this formula, charge and spin ... 3.013 eV
⟨S²⟩ ... 8.79

Geometry as ORCA input:
```
! RIJCOSX wB97M-V def2-TZVPD def2/J DEFGRID3
* xyz 2 6
P -3.317 -3.752 -2.441
P -3.543 -4.359 1.145
C -4.030 -5.243 -1.536
C -4.676 -5.016 -0.153
H -3.242 -5.995 -1.507
H -4.799 -5.560 -2.236
H -5.540 -4.355 -0.239
H -4.982 -5.981 0.214
C -2.681 -5.913 1.610
H -1.913 -5.694 2.367
H -2.170 -6.319 0.729
H -3.407 -6.636 1.997
C -4.657 -4.077 2.596
H -5.010 -5.051 2.989
H -5.524 -3.447 2.300
H -4.093 -3.539 3.379
C -2.937 -4.598 -4.025
H -2.483 -3.907 -4.745
H -3.882 -4.991 -4.419
H -2.224 -5.428 -3.865
C -4.876 -2.941 -2.854
H -5.433 -2.671 -1.957
H -5.458 -3.651 -3.448
H -4.686 -2.022 -3.420
Ir -0.636 -0.675 -1.014
C -1.954 -1.548 1.797
C -0.918 -2.219 1.254
C -0.665 -3.480 0.398
C -0.610 -3.489 -1.149
C -1.406 -2.464 -1.903
C -2.457 -1.567 -1.410
C -3.306 -1.891 -0.192
C -3.140 -1.012 1.032
C -0.468 0.786 -2.226
H -1.742 -0.970 2.693
H 0.061 -1.980 1.716
H -1.207 -4.338 0.735
H 0.331 -3.808 0.650
H 0.469 -3.437 -1.439
H -0.905 -4.494 -1.532
H -1.239 -2.422 -2.976
H -3.001 -1.132 -2.271
H -3.047 -2.971 0.018
H -4.358 -1.954 -0.461
H -3.072 0.021 0.687
H -4.057 -1.052 1.615
H -0.753 1.716 -1.696
H -1.098 0.591 -3.097
H 0.607 0.808 -2.480
Se 2.388 1.399 2.180
C 1.249 0.696 1.021
N 0.506 0.150 0.273
*
```

3.
Entry from the OMol25 dataset: a molecular structure, C16H31MgN3O2 at a distorted geometry (ωB97M-V/def2-TZVPD).

Calculated values
ΔE to the lowest compared entry with this formula, charge and spin ... 11.121 eV

Geometry as ORCA input:
```
! RIJCOSX wB97M-V def2-TZVPD def2/J DEFGRID3
* xyz 0 1
Mg 9.737 2.787 -11.874
C 11.147 -2.198 -15.089
C 11.357 -2.396 -13.549
C 12.790 -2.825 -13.198
O 11.060 -1.220 -12.837
H 11.929 -1.579 -15.530
H 10.194 -1.716 -15.305
H 11.071 -3.160 -15.597
H 10.666 -3.204 -13.308
H 13.603 -2.178 -13.529
H 13.012 -3.745 -13.739
H 12.918 -3.073 -12.145
C 10.681 5.405 -7.158
O 10.491 5.024 -8.470
H 11.354 4.781 -6.569
H 11.128 6.390 -7.022
H 9.746 5.440 -6.599
C 2.517 3.462 -7.095
C 1.793 3.442 -8.457
C 2.311 2.324 -9.339
C 3.751 2.349 -9.572
N 4.875 2.376 -9.698
H 3.579 3.691 -7.185
H 2.532 2.466 -6.654
H 2.029 4.135 -6.389
H 1.939 4.351 -9.041
H 0.719 3.312 -8.325
H 1.820 2.330 -10.313
H 2.015 1.368 -8.907
C 18.457 3.141 -13.423
C 18.015 2.089 -14.455
C 16.789 2.463 -15.331
C 15.595 2.984 -14.654
N 14.652 3.396 -14.047
H 17.697 3.376 -12.679
H 18.633 4.093 -13.924
H 19.356 2.791 -12.916
H 17.745 1.163 -13.947
H 18.845 1.835 -15.115
H 16.440 1.610 -15.913
H 17.116 3.195 -16.068
C 8.587 2.285 -19.726
C 7.080 2.115 -19.522
C 6.521 3.221 -18.603
C 7.234 3.331 -17.359
N 7.807 3.406 -16.339
H 8.747 3.034 -20.502
H 9.098 1.366 -20.012
H 9.088 2.562 -18.799
H 6.891 1.139 -19.074
H 6.493 2.076 -20.439
H 5.507 2.941 -18.316
H 6.436 4.239 -18.982
*
```

4.
Entry from the OMol25 dataset: 6 unconnected molecules or ions with the total composition C16H31N2O20S6 at a distorted geometry (ωB97M-V/def2-TZVPD).

Calculated values
Energy ... -126023.2327 eV

Geometry as ORCA input:
```
! RIJCOSX wB97M-V def2-TZVPD def2/J DEFGRID3
* xyz 1 1
S 6.566 0.199 0.211
C 5.396 -0.110 -0.895
N 4.357 -0.210 -1.662
C 3.110 -0.211 -0.844
C 2.490 1.263 -0.914
C 0.956 1.391 -0.448
C 0.071 0.077 -0.650
N 0.841 -1.208 -0.643
C 2.043 -1.204 -1.554
H 3.299 -0.571 0.223
H 3.103 1.983 -0.261
H 2.607 1.635 -1.984
H 0.903 1.823 0.609
H 0.485 2.198 -1.117
H -0.611 0.182 -1.567
H -0.652 0.022 0.260
H 0.223 -1.988 -0.945
H 1.186 -1.463 0.305
H 1.781 -0.859 -2.611
H 2.471 -2.263 -1.624
C 5.389 -3.510 -1.978
C 6.766 -3.180 -2.529
O 7.380 -4.447 -2.774
S 6.236 -5.518 -3.195
O 6.206 -5.607 -4.623
O 6.355 -6.664 -2.349
O 4.950 -4.651 -2.716
H 5.443 -3.788 -0.921
H 4.689 -2.685 -2.101
H 7.363 -2.592 -1.834
H 6.693 -2.650 -3.481
C -0.913 2.507 4.738
C -0.776 3.838 4.018
O -0.866 3.515 2.627
S -1.852 2.244 2.442
O -3.152 2.728 2.091
O -1.164 1.246 1.674
O -1.887 1.774 3.990
H 0.025 1.947 4.716
H -1.238 2.628 5.771
H 0.168 4.335 4.238
H -1.604 4.508 4.264
C 10.175 -1.062 -5.137
C 9.321 -0.200 -6.052
O 8.165 0.127 -5.277
S 8.588 0.237 -3.717
O 8.802 1.616 -3.402
O 7.716 -0.606 -2.952
O 10.032 -0.486 -3.836
H 9.800 -2.089 -5.098
H 11.223 -1.070 -5.437
H 9.036 -0.719 -6.967
H 9.832 0.732 -6.308
C -5.889 1.148 0.854
C -6.660 2.251 0.146
O -7.632 1.570 -0.648
S -8.076 0.207 0.109
O -9.293 0.463 0.819
O -7.925 -0.886 -0.800
O -6.864 0.159 1.186
H -5.153 0.690 0.186
H -5.389 1.507 1.753
H -6.019 2.872 -0.478
H -7.192 2.883 0.863
C -10.189 -0.369 4.734
C -11.038 0.483 3.805
O -12.210 0.797 4.559
S -11.815 0.910 6.128
O -11.620 2.293 6.444
O -12.688 0.060 6.876
O -10.358 0.204 6.031
H -10.552 -1.400 4.767
H -9.136 -0.365 4.450
H -11.300 -0.040 2.886
H -10.533 1.421 3.558
*
```